# 1
Entry from the OMol25 dataset: a molecular structure, C45H50As2BF6HfN2S4 in a non-equilibrium geometry (ωB97M-V/def2-TZVPD).

Each line ends with the Löwdin spin population.
Geometry (Å):
C  4.732  -1.543  -2.134  0.00
C  2.594  -2.605  4.269  0.00
S  4.778  2.185  2.559  0.33
H  2.039  -3.691  -2.908  0.00
C  -1.387  2.830  3.513  0.00
H  -4.408  2.958  -1.444  0.00
H  3.566  -3.200  -0.920  0.00
H  -1.685  -1.496  -3.708  0.00
H  1.357  -1.640  0.259  0.00
H  -6.055  -1.538  -0.580  0.00
H  1.584  1.868  -3.388  0.00
H  -0.605  -1.546  4.834  0.00
C  -2.687  -2.197  4.628  0.00
H  1.726  0.289  -5.417  0.00
C  -0.421  1.747  5.439  0.00
H  3.011  1.275  -6.048  0.00
C  2.770  -2.592  -1.103  0.00
H  -0.582  -3.851  0.940  0.00
H  2.733  -3.684  4.162  0.00
C  2.605  -0.473  -2.454  0.00
H  -2.555  0.739  -4.819  0.00
C  3.349  -1.495  -1.895  0.00
C  1.426  -0.520  3.754  0.00
H  1.943  -3.220  0.740  0.00
C  2.152  1.259  -5.411  0.00
C  2.410  0.183  4.460  0.00
C  -4.802  -0.188  -1.630  0.00
H  -2.750  -4.459  -1.188  0.00
H  -2.775  -2.761  5.563  0.00
H  2.432  1.253  4.529  0.00
H  -0.681  -2.299  -0.714  0.00
B  0.159  0.171  -1.372  0.17
C  0.446  -1.116  -3.287  0.06
C  -1.553  -1.503  4.311  0.00
H  -2.851  2.443  -4.614  0.00
C  -1.506  -3.321  0.943  0.00
C  3.479  -1.875  4.961  0.00
H  -2.326  -3.940  1.261  0.00
S  2.821  1.046  0.573  0.03
C  -1.820  -3.907  -1.479  0.00
H  1.412  1.995  -5.886  0.00
C  -2.738  -0.509  2.366  0.00
C  4.640  0.463  -3.373  0.00
C  -1.634  -2.743  -0.505  0.00
H  -1.505  1.732  -3.867  0.00
H  1.823  -4.534  -1.389  0.00
C  -3.998  -2.078  -0.471  0.00
Hf  0.422  1.971  0.481  0.06
C  -3.549  0.273  -1.930  0.00
H  0.187  0.968  5.857  0.00
H  -0.935  2.648  7.351  0.00
N  1.153  -0.417  -2.283  0.06
C  -1.789  3.682  5.775  0.00
F  1.479  3.148  -1.061  0.00
C  3.280  2.127  1.871  0.04
H  2.421  3.820  -4.193  0.00
H  -4.392  1.408  -3.452  0.00
C  -3.516  2.797  -2.046  0.00
H  -4.160  -2.993  0.123  0.00
C  -2.674  -1.707  -0.739  0.00
F  0.329  3.626  -3.216  0.00
C  1.781  -3.577  -1.851  0.00
H  -1.075  -4.670  -1.465  0.00
C  3.273  0.497  -3.222  0.00
H  0.999  -1.546  -4.093  0.00
H  6.474  -0.568  -3.126  0.00
N  -1.145  -0.302  -1.929  0.08
C  -5.027  -1.253  -0.795  0.00
C  -1.034  2.680  6.284  0.00
As  0.314  4.393  -1.666  0.00
C  -0.577  1.841  4.093  0.00
H  4.070  3.073  -4.507  0.00
H  -5.658  0.321  -2.012  0.00
C  -2.537  1.546  -4.107  0.00
H  -4.714  -1.242  2.044  0.00
H  4.384  -2.353  5.348  0.00
H  3.023  -1.900  0.837  0.00
C  -0.887  -1.090  -3.083  0.06
C  2.514  1.678  -3.946  0.00
C  2.204  -2.265  0.239  0.00
C  -3.813  -1.250  2.704  0.00
S  -1.598  2.915  1.731  0.01
H  0.760  -3.229  -1.808  0.00
C  5.414  -0.599  -2.863  0.00
F  -0.833  3.214  -0.954  0.00
F  0.337  5.107  -0.063  0.00
H  -2.303  4.425  6.320  0.00
C  3.460  -0.464  5.043  0.00
F  1.688  5.242  -2.083  0.00
H  -1.955  -3.490  -2.506  0.00
S  1.901  3.201  2.240  0.06
H  3.483  3.280  -2.901  0.00
C  3.184  3.098  -3.923  0.00
H  -1.327  -2.502  1.614  0.00
H  -3.403  3.645  -2.712  0.00
C  -2.003  3.730  4.369  0.00
C  -3.549  1.476  -2.860  0.00
H  4.271  0.077  5.521  0.00
C  -1.592  -0.688  3.204  0.00
H  5.125  -2.546  -1.887  0.00
H  -4.654  -2.666  4.134  0.00
H  5.140  1.186  -3.976  0.00
F  -1.013  5.353  -2.110  0.00
H  -2.645  2.839  -1.320  0.00
As  0.013  0.438  2.854  0.01
C  -3.793  -2.062  3.832  0.00
H  -2.705  4.425  3.916  0.00
C  1.529  -1.900  3.695  0.00
H  -2.728  0.178  1.490  0.00
H  0.781  -2.457  3.084  0.00
C  -2.477  -0.500  -1.430  0.01

* multiplicity: 2
* LUMO energy (spin up / spin down): -0.6 / -4.4 eV
* highest occupied orbital energy (spin up / spin down): -8.3 / -7.2 eV
* orbital gap (spin up / spin down): 7.724 / 2.760 eV
* expectation value of S²: 0.766

# 2
Entry from the OMol25 dataset: a molecular structure, C5H7NO (ωB97M-V/def2-TZVPD).

Each line ends with the natural charge from an NBO analysis.
Geometry (Å):
H  -0.294  0.067  2.475  0.22
N  -0.409  1.209  -2.133  -0.84
H  -1.155  -1.558  0.812  0.23
H  -0.970  2.060  -2.145  0.37
C  -0.758  0.474  -0.991  0.40
H  0.482  -2.264  0.745  0.22
C  -0.092  -1.337  0.708  -0.38
C  0.448  0.671  0.478  0.21
C  0.382  -0.236  1.676  -0.48
H  0.537  1.543  -1.866  0.36
C  0.189  -0.526  -0.590  -0.32
H  0.838  -0.939  -1.359  0.25
H  1.391  -0.414  2.054  0.22
O  -0.785  1.251  0.155  -0.46

* multiplicity: 1
* LUMO energy (spin up / spin down): 0.2 / 0.3 eV
* highest occupied orbital energy (spin up / spin down): -7.9 / -7.9 eV
* orbital gap (spin up / spin down): 8.120 / 8.207 eV

# 3
Entry from the OMol25 dataset: a molecular structure, C20H12F4O4S2 in a non-equilibrium geometry (ωB97M-V/def2-TZVPD).

Each line ends with the Löwdin charge.
Geometry (Å):
H  -0.001  0.232  -0.370  0.14
C  2.944  1.618  -2.550  -0.22
S  -1.436  -0.526  1.521  0.66
H  -0.870  2.021  -2.209  0.11
C  0.696  -0.415  3.134  -0.25
C  3.624  -0.616  -2.496  -0.22
S  1.435  -0.537  1.522  0.67
C  -1.317  -0.078  -2.034  -0.19
C  -2.944  1.617  -2.553  -0.22
C  1.317  -0.077  -2.032  -0.19
C  -3.625  -0.617  -2.493  -0.22
C  0.000  -0.631  0.626  -0.34
H  -5.000  1.028  -2.808  0.15
H  2.493  -0.302  4.273  0.13
C  3.969  0.711  -2.612  0.08
H  0.872  2.023  -2.195  0.11
C  0.699  -0.237  5.524  -0.05
F  -4.612  -1.560  -2.567  0.06
C  -1.407  -0.312  4.327  -0.03
F  4.612  -1.559  -2.572  0.06
H  0.000  -1.568  -1.341  0.13
H  4.999  1.028  -2.811  0.15
O  2.078  0.760  1.206  -0.33
O  -2.075  0.752  1.208  -0.31
F  3.226  2.950  -2.687  0.06
C  -3.969  0.710  -2.611  0.08
O  -2.225  -1.757  1.413  -0.31
F  -3.225  2.949  -2.691  0.06
C  -2.318  -1.038  -2.236  0.07
H  -2.493  -0.303  4.273  0.13
C  -0.696  -0.415  3.134  -0.25
C  1.407  -0.311  4.327  -0.03
C  -0.700  -0.237  5.524  -0.05
C  1.622  1.253  -2.276  0.06
C  -1.621  1.252  -2.283  0.06
H  1.253  -0.173  6.460  0.11
C  2.318  -1.037  -2.238  0.07
H  -1.253  -0.173  6.460  0.11
O  2.223  -1.752  1.413  -0.31
H  2.091  -2.091  -2.101  0.14
H  -2.092  -2.092  -2.097  0.14
C  0.000  -0.491  -1.478  -0.05

* multiplicity: 1
* LUMO energy: -2.0 eV
* highest occupied orbital energy: -9.0 eV
* orbital gap: 6.983 eV

# 4
Entry from the OMol25 dataset: a molecular structure, C38H46EuOP2Si in a non-equilibrium geometry (ωB97M-V/def2-TZVPD).

Each line ends with the Löwdin spin population.
Geometry (Å):
C  1.348  -3.562  4.668  0.00
C  0.630  -2.230  2.309  0.01
H  -0.796  -3.828  2.040  0.00
H  -1.687  -0.241  1.822  0.00
C  -5.122  2.825  -0.195  0.00
C  0.342  -4.079  3.849  0.00
H  3.529  2.180  -0.671  0.00
H  -3.372  3.818  0.280  0.00
P  0.816  1.311  -0.528  0.28
H  -4.886  2.984  -1.247  0.00
C  2.983  -2.500  -0.628  0.34
H  2.787  -1.979  4.935  0.00
C  -5.159  2.178  2.857  0.00
C  -1.259  -4.393  -1.687  0.00
C  0.083  3.192  -2.493  0.01
H  3.527  5.910  1.488  0.00
H  -0.131  3.715  0.972  0.00
C  -3.150  -3.435  -0.522  0.00
C  1.632  2.816  0.104  0.03
C  -5.265  0.101  1.349  0.00
C  -1.054  1.273  -4.173  0.00
C  -0.619  1.130  0.598  0.09
Eu  1.949  -0.653  -0.589  5.38
C  2.001  -2.383  4.304  0.00
C  -2.297  -2.567  0.156  0.00
C  -0.548  0.897  -2.930  0.02
H  -0.853  -5.107  -2.398  0.00
H  -6.204  2.430  2.671  0.00
C  -6.172  0.542  0.230  0.00
C  -0.402  -3.528  -1.008  0.01
C  6.281  -0.275  -2.272  0.01
H  -1.384  2.899  -5.550  0.00
H  0.527  3.939  -1.843  0.00
C  0.941  3.806  0.818  0.02
P  0.264  -1.454  0.704  0.14
H  7.297  -0.560  -2.613  0.00
H  5.714  0.158  -3.121  0.00
H  1.083  5.679  1.867  0.00
H  -4.481  4.220  2.602  0.00
H  -0.584  -0.145  -2.623  0.01
H  2.169  -0.813  2.840  0.02
C  0.016  1.855  -2.075  0.04
H  4.008  -2.351  -0.266  0.03
H  -1.494  0.523  -4.824  0.00
C  3.010  2.951  -0.109  0.02
H  3.026  -2.911  -1.641  0.02
C  -2.633  -4.347  -1.445  0.00
C  -4.237  3.297  0.691  0.00
H  6.360  0.476  -1.460  0.00
C  6.453  -2.484  -0.242  0.00
H  -5.757  0.146  -0.708  0.00
C  -0.991  2.607  -4.580  0.01
O  3.774  -1.254  -1.144  0.22
H  4.735  -2.588  -3.882  0.00
C  1.623  4.914  1.316  0.00
C  2.998  5.043  1.102  0.02
H  -4.219  -3.402  -0.330  0.00
C  3.689  4.063  0.389  0.00
H  -5.018  2.254  3.942  0.00
H  -0.164  -5.001  4.125  0.00
C  -0.015  -3.420  2.675  0.00
H  6.540  -1.733  0.569  0.00
H  -6.940  2.458  0.920  0.00
C  1.648  -1.723  3.128  0.02
H  4.824  -3.960  -2.700  0.00
Si  5.390  -1.786  -1.635  0.02
H  -7.150  0.048  0.346  0.00
H  -4.903  -0.922  1.237  0.00
H  -3.203  3.029  2.516  0.00
H  -7.063  2.198  -0.804  0.00
C  -4.236  3.226  2.196  0.00
H  -0.362  4.601  -4.055  0.00
H  6.005  -3.416  0.160  0.00
C  -0.844  -0.067  1.153  0.06
H  4.757  4.165  0.217  0.00
C  5.310  -3.023  -3.039  0.00
C  -6.399  2.060  0.058  0.00
H  -1.269  1.984  0.789  0.01
H  7.463  -2.715  -0.637  0.00
H  0.673  -3.554  -1.174  0.01
H  2.498  -3.237  0.026  0.12
H  -4.164  0.228  3.094  0.00
C  -4.846  0.763  2.434  0.00
C  -0.419  3.563  -3.740  0.00
H  6.340  -3.256  -3.378  0.00
C  -0.916  -2.608  -0.084  0.01
H  -3.300  -5.024  -1.971  0.00
H  -2.699  -1.866  0.882  0.00
H  1.624  -4.077  5.583  0.00

* multiplicity: 8
* LUMO energy (spin up / spin down): 0.4 / 0.2 eV
* highest occupied orbital energy (spin up / spin down): -4.1 / -5.7 eV
* orbital gap (spin up / spin down): 4.564 / 5.856 eV
* expectation value of S²: 15.818